1.
This record from the OMol25 dataset describes a structure of composition C46H48BBrCl3CrN5O6 at a distorted geometry. The level of theory is the ωB97M-V functional and the def2-TZVPD basis.

```
111
Properties=species:S:1:pos:R:3
Cr -0.881 0.066 -0.409
Cl -4.533 -1.484 1.003
C -3.436 -0.891 2.247
Cl -2.145 0.192 1.643
H -2.954 -1.742 2.704
H -4.009 -0.312 2.962
O -1.709 3.147 -5.346
C -2.706 3.527 -4.580
O -3.575 4.275 -4.968
C -2.722 2.995 -3.187
C -3.632 3.364 -2.215
Cl -4.927 4.454 -2.267
N -3.356 2.667 -1.089
N -2.313 1.854 -1.279
C -1.914 2.036 -2.527
C -0.696 1.307 -2.987
O -0.238 1.557 -4.110
O -0.178 0.489 -2.168
C -4.018 2.783 0.170
C -3.802 3.895 0.965
C -4.466 3.996 2.176
C -5.339 2.995 2.579
C -5.557 1.890 1.768
C -4.895 1.784 0.555
H -1.071 2.528 -4.864
H -3.110 4.662 0.648
H -4.295 4.856 2.809
H -5.852 3.081 3.529
H -6.251 1.116 2.070
H -5.053 0.938 -0.100
C 5.226 -0.208 0.664
C 3.785 0.226 0.374
C 3.555 1.681 0.791
C 3.442 -0.007 -1.089
C 4.144 0.686 -2.071
C 3.867 0.485 -3.411
C 2.887 -0.419 -3.792
C 2.172 -1.139 -2.845
C 1.170 -2.206 -3.242
C 1.834 -3.587 -3.167
C 0.568 -1.993 -4.630
C 2.449 -0.912 -1.491
N 1.753 -1.655 -0.492
B 0.489 -1.418 0.176
N 0.549 -2.386 1.274
C 1.752 -3.091 1.209
C 2.463 -2.659 0.159
C -0.203 -2.550 2.471
C -0.012 -1.610 3.512
C -0.670 -1.798 4.720
C -1.498 -2.891 4.918
C -1.663 -3.813 3.903
C -1.022 -3.675 2.669
C -1.228 -4.822 1.687
C -0.124 -5.875 1.870
C -1.356 -4.452 0.210
C 0.966 -0.456 3.363
C 0.473 0.855 3.977
C 2.314 -0.862 3.972
H 5.454 -0.082 1.725
H 5.940 0.386 0.090
H 5.370 -1.258 0.403
H 3.130 -0.392 0.987
H 4.150 2.373 0.192
H 3.826 1.818 1.841
H 2.502 1.937 0.677
H 4.910 1.395 -1.778
H 4.418 1.037 -4.164
H 2.675 -0.552 -4.844
H 0.356 -2.182 -2.517
H 2.675 -3.639 -3.864
H 1.115 -4.365 -3.434
H 2.202 -3.796 -2.161
H 1.274 -2.273 -5.417
H 0.278 -0.953 -4.769
H -0.324 -2.611 -4.736
H 2.017 -3.828 1.948
H 3.428 -2.990 -0.190
H -0.523 -1.090 5.526
H -2.000 -3.029 5.869
H -2.306 -4.671 4.067
H -2.170 -5.293 1.986
H 0.818 -5.513 1.461
H -0.389 -6.792 1.339
H 0.022 -6.116 2.926
H -0.405 -4.139 -0.215
H -2.073 -3.649 0.058
H -1.708 -5.324 -0.346
H 1.110 -0.269 2.300
H 0.331 0.774 5.058
H -0.458 1.177 3.516
H 1.211 1.637 3.794
H 2.205 -1.065 5.041
H 3.043 -0.058 3.845
H 2.705 -1.758 3.489
Br 2.205 6.101 -4.095
C 1.510 5.063 -2.659
C 0.435 5.555 -1.937
C -0.054 4.805 -0.881
C 0.504 3.571 -0.566
C 1.573 3.095 -1.315
C 2.092 3.845 -2.359
C -0.118 2.735 0.539
O -0.837 3.290 1.365
O 0.202 1.479 0.567
H -0.011 6.504 -2.202
H -0.885 5.163 -0.287
H 1.990 2.122 -1.099
H 2.926 3.469 -2.935
N -2.730 -1.878 -1.978
C -2.058 -1.240 -1.284
```

## Properties
Kohn-Sham gap (alpha / beta) (eV): 7.7 / 7.8
Total charge: -1
Spin multiplicity: 4
Molar mass (g/mol): 1015.99
HOMO (alpha / beta) (eV): -5.58 / -5.66
Energy relative to the best compared isomer or geometry (same formula, charge and spin) (kcal per mole): 0.0

***

2.
This record from the OMol25 dataset describes a structure of composition C46H48CoN3Sb at a distorted geometry. The level of theory is the ωB97M-V functional and the def2-TZVPD basis.

```
99
Properties=species:S:1:pos:R:3
Co 1.806 -0.968 -0.517
N 0.934 -2.496 0.322
N 1.561 -3.458 -2.229
C 2.828 0.637 -1.131
C 3.665 -0.479 -0.781
C 3.362 -0.845 0.585
C 4.032 -1.897 1.399
H 4.587 -2.581 0.749
H 3.285 -2.494 1.941
H 4.716 -1.472 2.146
C 2.407 0.109 1.091
C 2.116 0.332 2.538
H 2.864 0.991 3.005
H 2.117 -0.609 3.100
H 1.142 0.810 2.676
C 2.001 0.948 0.004
C 1.067 2.109 0.081
H 0.106 1.793 0.515
H 0.858 2.508 -0.920
H 1.463 2.938 0.691
C 4.753 -1.078 -1.601
H 5.642 -1.281 -0.988
H 5.038 -0.408 -2.419
H 4.438 -2.035 -2.039
C 2.972 1.557 -2.296
H 2.037 1.562 -2.875
H 3.780 1.242 -2.967
H 3.164 2.595 -1.972
C 0.139 -2.159 1.376
H 0.030 -1.089 1.588
C -0.538 -3.098 2.148
H -1.055 -2.741 3.033
C -0.565 -4.448 1.777
H -1.229 -5.155 2.272
C 0.258 -4.830 0.739
H 0.336 -5.872 0.422
C 0.987 -3.864 -0.002
C 1.591 -4.330 -1.175
H 1.678 -5.386 -1.409
C 1.414 -2.068 -2.158
C 1.558 -3.894 -3.561
H 1.799 -4.903 -3.835
C 1.163 -2.849 -4.285
H 0.933 -2.773 -5.329
N 1.162 -1.720 -3.459
C 1.188 -0.431 -4.089
C 2.209 -0.248 -5.042
C 2.150 0.849 -5.896
H 2.936 0.979 -6.642
C 1.108 1.770 -5.814
C 1.061 2.916 -6.781
H 1.013 3.882 -6.264
H 0.181 2.843 -7.434
H 1.957 2.910 -7.410
C 0.105 1.580 -4.860
H -0.717 2.301 -4.807
C 0.110 0.474 -3.996
C -1.039 0.254 -3.063
H -1.655 -0.608 -3.359
H -1.695 1.135 -3.073
H -0.706 0.096 -2.026
C 3.361 -1.191 -5.172
H 3.077 -2.180 -5.554
H 3.905 -1.325 -4.225
H 4.065 -0.770 -5.898
C -5.881 4.113 1.795
C -6.076 2.915 2.496
C -5.096 1.909 2.461
C -3.915 2.137 1.753
C -3.742 3.294 0.986
C -4.723 4.296 1.026
Sb -2.152 0.902 2.060
C -1.447 2.118 3.734
C -0.280 2.879 3.586
C 0.151 3.712 4.631
C -0.610 3.822 5.805
C -1.793 3.080 5.935
C -2.213 2.227 4.899
C -3.104 -0.810 2.986
C -2.970 -1.116 4.344
C -3.663 -2.214 4.878
C -4.445 -3.028 4.048
C -4.525 -2.750 2.676
C -3.852 -1.644 2.144
H -6.633 4.903 1.844
H -6.987 2.755 3.076
H -5.258 0.974 3.002
H -2.841 3.437 0.384
H -4.577 5.217 0.459
H 0.300 2.847 2.659
H 1.081 4.277 4.521
H -0.284 4.486 6.610
H -2.397 3.161 6.842
H -3.144 1.666 5.019
H -2.340 -0.507 4.996
H -3.586 -2.431 5.946
H -4.980 -3.884 4.465
H -5.115 -3.391 2.017
H -3.919 -1.439 1.072
```

## Properties
Kohn-Sham gap (alpha / beta) (eV): 2.2 / 5.9
Total charge: -1
Spin multiplicity: 5
Molar mass (g/mol): 823.60
HOMO (alpha / beta) (eV): 0.02 / -3.65
Energy relative to the best compared isomer or geometry (same formula, charge and spin) (kcal per mole): 3.7

***

3.
This record from the OMol25 dataset describes a structure of composition C46H48N6O2P3STl at a distorted geometry. The level of theory is the ωB97M-V functional and the def2-TZVPD basis.

```
107
Properties=species:S:1:pos:R:3
Tl 0.852 1.096 1.194
O 1.578 -3.088 1.995
C 1.730 -1.945 2.389
N 2.488 -0.954 1.809
C 3.098 -1.137 0.657
O 3.030 -2.106 -0.156
C 4.014 0.004 0.289
C 5.371 -0.234 0.110
C 6.193 0.838 -0.201
C 5.623 2.092 -0.362
C 4.256 2.226 -0.180
N 3.467 1.209 0.154
C 1.104 -1.475 3.679
C 1.096 -2.317 4.782
C 0.553 -1.853 5.969
C 0.011 -0.577 5.999
C 0.040 0.180 4.839
N 0.580 -0.247 3.700
H 5.760 -1.234 0.237
H 7.259 0.697 -0.314
H 6.231 2.950 -0.615
H 3.764 3.186 -0.296
H 1.516 -3.309 4.692
H 0.562 -2.470 6.857
H -0.421 -0.173 6.903
H -0.379 1.180 4.822
N -2.989 0.139 1.420
C -3.722 -0.793 0.651
C -5.070 -0.574 0.371
C -5.812 -1.521 -0.309
C -5.217 -2.705 -0.725
C -3.868 -2.906 -0.505
C -3.097 -1.950 0.159
P -1.313 -2.271 0.505
C -0.712 -2.737 -1.160
C 0.639 -3.423 -1.337
C 0.546 -4.492 -2.387
C -0.182 -4.256 -3.466
C -0.878 -2.924 -3.595
C -1.400 -2.463 -2.265
C -1.550 -3.905 1.298
C -1.247 -5.134 0.724
C -1.476 -6.304 1.433
C -1.988 -6.258 2.720
C -2.314 -5.034 3.288
C -2.102 -3.866 2.577
H -2.662 -0.264 2.291
H -3.538 0.966 1.628
H -5.543 0.337 0.719
H -6.865 -1.352 -0.485
H -5.804 -3.466 -1.217
H -3.395 -3.823 -0.836
H 1.081 -3.764 -0.400
H 1.090 -5.415 -2.239
H -0.310 -4.979 -4.259
H -1.685 -3.004 -4.318
H -2.357 -1.959 -2.232
H -0.844 -5.197 -0.278
H -1.249 -7.258 0.976
H -2.131 -7.175 3.273
H -2.728 -4.991 4.287
H -2.366 -2.910 3.016
C 0.565 4.083 4.469
P 0.725 3.838 2.653
C 2.286 4.771 2.372
C -0.545 4.971 1.955
C -1.396 5.726 2.760
C -2.378 6.525 2.194
C -2.543 6.561 0.820
C -1.715 5.807 0.006
C -0.715 5.011 0.554
P 0.412 4.007 -0.490
C 1.044 5.311 -1.634
C -0.827 3.185 -1.592
H -0.412 3.755 4.823
H 0.729 5.123 4.749
H 1.328 3.464 4.942
H 2.196 5.795 2.731
H 2.527 4.774 1.311
H 3.087 4.266 2.913
H -1.300 5.706 3.837
H -3.016 7.123 2.829
H -3.319 7.175 0.382
H -1.856 5.845 -1.067
H 0.236 5.818 -2.161
H 1.717 4.852 -2.359
H 1.605 6.046 -1.056
H -1.409 3.905 -2.166
H -1.494 2.584 -0.972
H -0.295 2.518 -2.274
C 3.268 -0.033 -6.174
C 2.090 -0.593 -5.477
C 0.772 -0.450 -5.859
C -0.235 -1.094 -5.160
N 0.099 -1.943 -4.145
C 1.349 -1.920 -3.609
S 1.992 -2.284 -2.007
N 2.303 -1.284 -4.336
C -1.656 -0.818 -5.500
H 3.011 0.344 -7.160
H 4.036 -0.802 -6.274
H 3.710 0.786 -5.601
H 0.513 0.156 -6.713
H 3.245 -1.339 -3.954
H -1.931 -1.324 -6.428
H -1.769 0.250 -5.684
H -2.352 -1.105 -4.719
```

## Properties
Kohn-Sham gap (eV): 4.9
Total charge: +2
Molar mass (g/mol): 1046.30
HOMO (eV): -11.76

***

4.
This record from the OMol25 dataset describes a structure of composition C46H48N7OPSTi at a distorted geometry. The level of theory is the ωB97M-V functional and the def2-TZVPD basis.

```
105
Properties=species:S:1:pos:R:3
Ti 0.781 1.396 0.561
N 5.275 1.481 0.090
C 3.910 1.602 0.134
S 3.100 1.062 1.577
N 3.345 2.106 -0.919
N 1.971 2.154 -0.816
C 1.379 2.854 -1.798
C 0.036 3.157 -1.603
C -0.704 4.051 -2.421
C -1.876 4.566 -1.961
C -2.337 4.193 -0.672
C -1.652 3.242 0.016
N -0.518 2.648 -0.447
H 5.743 1.425 0.977
H 5.737 2.004 -0.637
H 1.961 3.254 -2.614
H -0.290 4.347 -3.377
H -2.441 5.274 -2.556
H -3.228 4.634 -0.245
H -1.996 2.912 0.989
C 1.689 -1.144 4.348
C 1.255 -1.722 2.994
C -0.244 -1.738 2.827
C -0.932 -2.932 3.002
C -2.320 -2.967 3.036
C -3.024 -1.783 2.934
C -2.374 -0.566 2.730
C -3.223 0.688 2.681
C -3.754 1.080 4.065
C -0.978 -0.555 2.617
N -0.299 0.665 2.276
C -0.303 1.610 3.188
C 0.284 2.857 2.936
C 0.369 4.043 3.685
C 1.056 4.944 2.882
C 1.355 4.272 1.681
N 0.895 3.025 1.711
H 2.768 -1.254 4.473
H 1.188 -1.661 5.170
H 1.462 -0.080 4.421
H 1.631 -2.743 2.912
H 1.724 -1.145 2.202
H -0.361 -3.844 3.139
H -2.844 -3.907 3.159
H -4.108 -1.792 3.002
H -4.073 0.525 2.017
H -2.657 1.520 2.269
H -4.347 0.270 4.495
H -4.383 1.970 4.008
H -2.934 1.285 4.757
H -0.760 1.427 4.160
H -0.018 4.205 4.682
H 1.318 5.964 3.124
H 1.888 4.643 0.817
C -4.850 1.680 -1.874
C -3.508 1.000 -2.136
C -3.565 0.159 -3.413
C -3.075 0.195 -0.904
C -3.899 -1.075 -0.685
O -3.063 -2.106 -1.235
C -1.832 -1.551 -1.374
N -1.703 -0.317 -1.112
C -0.845 -2.470 -1.979
C -1.403 -3.497 -2.755
C -0.609 -4.362 -3.476
C 0.768 -4.217 -3.425
C 1.321 -3.217 -2.654
C 0.542 -2.320 -1.913
P 1.501 -1.088 -0.868
C 2.479 -2.363 0.051
C 1.874 -3.578 0.390
C 2.534 -4.514 1.174
C 3.816 -4.255 1.639
C 4.423 -3.049 1.322
C 3.758 -2.108 0.546
C 2.553 -0.555 -2.295
C 3.897 -0.837 -2.502
C 4.524 -0.439 -3.677
C 3.814 0.234 -4.660
C 2.465 0.503 -4.467
C 1.843 0.113 -3.294
H -5.083 2.385 -2.676
H -4.844 2.235 -0.933
H -5.663 0.946 -1.834
H -2.741 1.762 -2.287
H -4.335 -0.616 -3.359
H -2.606 -0.320 -3.624
H -3.808 0.802 -4.263
H -3.115 0.845 -0.031
H -4.853 -1.082 -1.209
H -4.062 -1.298 0.366
H -2.479 -3.592 -2.787
H -1.059 -5.141 -4.079
H 1.413 -4.886 -3.983
H 2.398 -3.132 -2.612
H 0.869 -3.797 0.050
H 2.040 -5.446 1.425
H 4.335 -4.989 2.245
H 5.421 -2.832 1.685
H 4.243 -1.164 0.346
H 4.471 -1.370 -1.758
H 5.575 -0.664 -3.823
H 4.306 0.537 -5.577
H 1.899 1.020 -5.233
H 0.785 0.313 -3.150
```

## Properties
Kohn-Sham gap (alpha / beta) (eV): 5.8 / 5.9
Total charge: 0
Molar mass (g/mol): 825.85
HOMO (alpha / beta) (eV): -5.87 / -5.90
Energy relative to the best compared isomer or geometry (same formula, charge and spin) (kcal per mole): 4.5